A 7-piece molecular cluster, C31H58NO19PS overall at a distorted geometry. Source: the OMol25 dataset; level of theory: ωB97M-V/def2-TZVPD.

Element x y z (Å)
O 1.814 0.993 3.134
C 2.985 1.053 3.821
C 4.357 0.740 2.958
C 5.480 -0.141 3.764
O 6.293 -0.698 2.632
C 6.911 -1.999 2.982
O 7.613 -2.873 2.256
C 6.537 -2.215 4.597
C 7.731 -1.491 5.483
O 8.465 -2.474 6.303
N 9.509 -2.942 5.580
O 9.585 -4.171 5.744
C 5.052 -1.524 4.534
P 4.374 -1.468 6.319
O 5.263 -2.634 7.318
O 2.705 -2.072 6.259
S 4.456 0.282 7.174
H 2.953 1.368 4.957
H 4.090 0.263 1.901
H 4.831 1.809 2.718
H 6.248 0.599 4.297
H 6.563 -3.352 4.940
H 7.277 -0.690 6.242
H 8.469 -0.910 4.747
H 4.258 -2.050 3.854
H 6.027 -2.175 7.779
H 2.496 -2.014 5.264
C 4.976 -6.598 3.361
C 5.394 -5.914 4.648
O 4.296 -5.180 5.221
C 3.338 -5.720 6.004
C 3.233 -7.214 6.104
O 2.517 -5.000 6.569
H 4.182 -7.329 3.532
H 5.826 -7.112 2.903
H 4.581 -5.865 2.650
H 5.825 -6.608 5.376
H 6.175 -5.179 4.425
H 2.478 -7.569 5.400
H 2.932 -7.473 7.123
H 4.172 -7.735 5.924
C -0.406 3.025 2.742
C -1.459 2.321 1.909
O -2.661 3.109 1.826
C -2.861 4.112 0.945
C -1.696 4.633 0.155
O -3.968 4.640 0.844
H -0.111 3.979 2.297
H 0.486 2.401 2.844
H -0.796 3.251 3.739
H -1.099 2.048 0.912
H -1.737 1.383 2.403
H -1.290 5.516 0.654
H -2.049 4.910 -0.842
H -0.903 3.903 0.004
C -0.058 -0.621 -4.245
C 0.710 -1.105 -3.030
O 0.842 -0.055 -2.054
C -0.097 0.264 -1.138
C -1.473 -0.319 -1.270
O 0.152 1.078 -0.249
H -1.076 -0.321 -3.985
H -0.113 -1.406 -5.005
H 0.428 0.258 -4.678
H 0.274 -2.003 -2.583
H 1.727 -1.374 -3.334
H -2.118 0.398 -1.783
H -1.866 -0.510 -0.268
H -1.500 -1.273 -1.794
C -5.682 6.853 -3.972
C -5.602 5.430 -4.491
O -4.264 4.913 -4.368
C -3.753 4.365 -3.245
C -4.506 4.509 -1.955
O -2.651 3.818 -3.266
H -5.434 6.909 -2.909
H -6.688 7.259 -4.113
H -4.965 7.492 -4.496
H -6.326 4.763 -4.013
H -5.838 5.426 -5.560
H -4.104 5.359 -1.399
H -4.370 3.595 -1.371
H -5.580 4.632 -2.082
C -1.868 0.464 -9.464
C -3.254 0.742 -8.914
O -3.352 0.334 -7.537
C -2.956 1.082 -6.485
C -2.132 2.312 -6.733
O -3.206 0.721 -5.336
H -1.101 1.028 -8.928
H -1.814 0.729 -10.524
H -1.618 -0.595 -9.351
H -3.557 1.787 -9.036
H -3.985 0.143 -9.467
H -1.075 2.066 -6.610
H -2.416 3.073 -6.001
H -2.290 2.759 -7.713
C -7.485 -0.680 -0.852
C -6.087 -0.962 -0.337
O -5.471 -2.031 -1.079
C -4.836 -1.878 -2.260
C -4.971 -0.579 -2.999
O -4.214 -2.816 -2.759
H -7.473 -0.355 -1.895
H -7.967 0.097 -0.252
H -8.096 -1.587 -0.812
H -5.450 -0.072 -0.330
H -6.150 -1.304 0.702
H -5.763 -0.672 -3.746
H -4.023 -0.364 -3.499
H -5.175 0.275 -2.356

Computed properties:
Net charge: 0
Highest occupied orbital energy, eV: -9.610
Strongest force on any atom, eV Å⁻¹: 8.99
Calculated total energy, eV: -93597.08976
Energy relative to the best compared isomer or geometry (same formula, charge and spin), kcal/mol: 152.3
SMILES: O=CC[C@@H]1OC(=O)[C@@H](CON=O)[C@H]1P(O)(O)=S.CCOC(C)=O.CCOC(C)=O.CCOC(C)=O.CCOC(C)=O.CCOC(C)=O.CCOC(C)=O
Kohn-Sham gap, eV: 8.91

These are the Löwdin partial charges, in e, on atoms 1 to 2: atom 1 (O): -0.105, atom 2 (C): -0.090

C31H59AsBr2NSbSeSi2Sn as an isolated structure. Source: the OMol25 dataset; level of theory: ωB97M-V/def2-TZVPD.

Element x y z (Å)
Sn 0.118 -0.469 0.760
Br -1.569 -1.926 -2.079
C -0.206 -3.120 -2.732
Br 1.554 -2.350 -2.620
H -0.410 -3.312 -3.777
H -0.227 -4.018 -2.129
C -4.404 0.147 3.020
Si -2.856 -0.707 2.425
C -3.305 -1.968 1.130
C -2.015 -1.392 3.945
C -1.609 0.586 1.637
C -0.753 1.097 2.750
C -1.121 2.049 3.699
C -0.245 2.351 4.724
C 0.990 1.709 4.794
C 1.304 0.794 3.818
N 0.455 0.496 2.824
Si -2.408 1.984 0.573
C -3.784 2.926 1.424
C -3.158 1.217 -0.946
C -1.031 3.211 0.247
H -4.867 -0.520 3.752
H -5.133 0.319 2.228
H -4.218 1.095 3.527
H -4.137 -2.570 1.504
H -2.488 -2.644 0.876
H -3.644 -1.487 0.210
H -2.589 -2.240 4.325
H -2.003 -0.630 4.729
H -0.994 -1.739 3.796
H -2.083 2.533 3.636
H -0.521 3.082 5.473
H 1.689 1.917 5.591
H 2.249 0.269 3.823
H -4.724 2.378 1.436
H -3.946 3.830 0.829
H -3.578 3.261 2.440
H -4.028 0.614 -0.677
H -2.460 0.602 -1.514
H -3.515 2.008 -1.609
H -0.838 3.806 1.144
H -1.318 3.909 -0.543
H -0.095 2.741 -0.062
C 5.442 0.644 -0.980
C 4.074 0.052 -1.320
C 3.533 0.598 -2.626
Sb 2.807 0.363 0.395
C 2.783 2.474 0.881
C 4.006 2.982 1.633
C 2.547 3.255 -0.411
C 3.740 -0.924 1.878
C 4.773 -0.235 2.765
C 4.348 -2.132 1.167
H 6.147 0.350 -1.760
H 5.849 0.296 -0.030
H 5.410 1.734 -0.967
H 4.143 -1.037 -1.358
H 3.413 1.682 -2.589
H 2.576 0.163 -2.899
H 4.247 0.378 -3.423
H 1.902 2.562 1.523
H 4.922 2.871 1.051
H 4.149 2.493 2.593
H 3.872 4.049 1.825
H 3.440 3.256 -1.039
H 2.323 4.295 -0.165
H 1.715 2.865 -0.999
H 2.893 -1.260 2.479
H 5.584 0.209 2.188
H 5.218 -0.989 3.417
H 4.360 0.544 3.404
H 5.273 -1.864 0.655
H 3.669 -2.600 0.454
H 4.601 -2.886 1.916
Se 0.672 -2.967 0.806
C 0.122 -3.665 2.507
C 0.935 -3.492 3.622
C 0.591 -4.092 4.824
C -0.554 -4.873 4.908
C -1.351 -5.062 3.787
C -1.016 -4.460 2.583
H 1.838 -2.900 3.554
H 1.224 -3.960 5.692
H -0.815 -5.349 5.843
H -2.232 -5.687 3.845
H -1.632 -4.619 1.708
C -0.067 3.617 -3.449
As -0.169 1.672 -3.215
C 1.015 1.225 -4.719
C -1.831 1.396 -4.219
H -0.141 3.857 -4.509
H 0.878 4.003 -3.066
H -0.883 4.107 -2.920
H 0.599 1.659 -5.628
H 1.093 0.146 -4.844
H 2.008 1.642 -4.566
H -1.703 1.795 -5.224
H -2.661 1.912 -3.741
H -2.066 0.335 -4.279

Computed properties:
Net charge: +2
Highest occupied orbital energy, eV: -13.250
Strongest force on any atom, eV Å⁻¹: 0.70
Calculated total energy, eV: -328976.63624
Energy relative to the best compared isomer or geometry (same formula, charge and spin), kcal/mol: 11.2
Kohn-Sham gap, eV: 6.30

These are the Löwdin partial charges, in e, on atoms 1 to 2: atom 1 (Sn): 0.860, atom 2 (Br): 0.656

A 7-piece molecular cluster, C31H59Cl2N4O18 overall at a distorted geometry. Source: the OMol25 dataset; level of theory: ωB97M-V/def2-TZVPD.

Element x y z (Å)
C 0.928 1.585 6.673
C 0.090 2.446 5.654
N 0.654 2.200 4.305
C 0.060 1.126 3.578
Cl -1.680 1.182 3.289
C 0.750 0.083 3.140
C 0.139 -1.104 2.398
Cl 2.487 -0.057 3.417
C 1.642 2.944 3.843
N 2.230 2.859 2.608
C 3.174 3.776 2.639
N 3.213 4.436 3.787
N 2.227 3.924 4.551
H 1.678 2.226 7.172
H 0.291 1.121 7.436
H 1.485 0.799 6.136
H 0.166 3.505 5.938
H -0.953 2.109 5.706
H -0.910 -1.263 2.666
H 0.341 -1.069 1.318
H 0.689 -1.984 2.781
H 3.885 4.035 1.856
H 3.838 5.172 4.088
H 2.054 4.253 5.490
C -1.871 -6.961 -1.079
C -0.751 -6.042 -0.637
O -1.156 -5.205 0.459
C -1.243 -5.807 1.645
O -1.006 -6.964 1.877
O -1.662 -4.901 2.538
C -1.900 -5.440 3.840
H -2.766 -6.384 -1.319
H -1.571 -7.533 -1.958
H -2.144 -7.662 -0.292
H -0.492 -5.371 -1.455
H 0.150 -6.599 -0.375
H -1.022 -5.963 4.217
H -2.760 -6.109 3.816
H -2.122 -4.607 4.503
C -2.807 -0.968 -4.538
C -1.652 -0.087 -4.112
O -2.006 0.754 -2.999
C -2.087 0.151 -1.814
O -1.883 -1.014 -1.589
O -2.458 1.068 -0.908
C -2.686 0.532 0.395
H -3.689 -0.363 -4.754
H -2.543 -1.540 -5.428
H -3.084 -1.670 -3.752
H -1.389 0.586 -4.928
H -0.762 -0.673 -3.874
H -1.820 -0.020 0.751
H -3.569 -0.109 0.385
H -2.869 1.366 1.062
C 6.375 3.143 9.696
C 7.464 2.619 8.783
O 6.936 1.737 7.776
C 6.276 2.316 6.784
O 6.084 3.501 6.643
O 5.829 1.358 5.962
C 5.020 1.860 4.910
H 5.816 2.316 10.137
H 6.805 3.747 10.496
H 5.660 3.759 9.151
H 8.170 2.028 9.363
H 8.026 3.430 8.317
H 5.542 2.636 4.350
H 4.082 2.244 5.314
H 4.795 1.039 4.233
C 4.243 -8.414 -1.280
C 2.817 -8.458 -1.789
O 2.605 -7.517 -2.851
C 3.127 -7.855 -4.034
O 3.736 -8.863 -4.279
O 2.870 -6.867 -4.897
C 3.463 -7.054 -6.184
H 4.512 -7.398 -0.984
H 4.365 -9.078 -0.424
H 4.949 -8.719 -2.052
H 2.138 -8.169 -0.986
H 2.533 -9.462 -2.107
H 3.177 -8.012 -6.614
H 4.548 -6.978 -6.110
H 3.099 -6.258 -6.829
C -3.527 3.564 -2.002
C -5.004 3.520 -2.336
O -5.813 3.954 -1.233
C -5.821 5.269 -1.006
O -5.228 6.103 -1.641
O -6.589 5.501 0.063
C -6.606 6.868 0.479
H -3.324 2.993 -1.105
H -2.934 3.160 -2.821
H -3.193 4.586 -1.811
H -5.297 2.490 -2.541
H -5.235 4.106 -3.227
H -6.893 7.525 -0.340
H -5.629 7.152 0.870
H -7.342 6.957 1.274
C -2.934 2.932 -10.340
C -1.780 3.815 -9.911
O -2.144 4.674 -8.819
C -2.242 4.085 -7.628
O -2.044 2.920 -7.391
O -2.616 5.009 -6.738
C -2.857 4.485 -5.433
H -3.810 3.538 -10.576
H -2.660 2.345 -11.217
H -3.224 2.245 -9.546
H -1.502 4.474 -10.733
H -0.897 3.229 -9.652
H -1.992 3.934 -5.066
H -3.741 3.846 -5.445
H -3.043 5.324 -4.766

Computed properties:
Net charge: +1
Highest occupied orbital energy, eV: -11.952
Strongest force on any atom, eV Å⁻¹: 1.89
Calculated total energy, eV: -100958.11694
Kohn-Sham gap, eV: 9.03

These are the Löwdin partial charges, in e, on atoms 1 to 2: atom 1 (C): -0.043, atom 2 (C): -0.152

C31H60O17 as an isolated structure at a distorted geometry. Source: the OMol25 dataset; level of theory: ωB97M-V/def2-TZVPD.

Element x y z (Å)
O -4.974 16.144 29.337
C -4.425 15.385 28.501
O -3.772 14.240 28.850
C -3.727 13.756 30.190
C -5.110 13.052 30.478
C -4.198 15.862 27.125
H -3.452 14.435 30.997
H -2.928 13.017 30.245
H -5.258 12.325 29.680
H -5.973 13.719 30.457
H -5.141 12.570 31.455
H -4.130 16.949 27.093
H -5.055 15.598 26.505
H -3.236 15.541 26.725
O -10.108 16.608 35.020
C -10.669 15.834 34.240
O -10.255 15.551 33.069
C -8.955 16.020 32.524
C -9.397 16.042 31.021
C -12.005 15.263 34.677
H -8.097 15.441 32.866
H -8.795 17.063 32.795
H -9.627 15.043 30.650
H -8.549 16.350 30.410
H -10.276 16.669 30.875
H -12.403 15.744 35.571
H -11.847 14.186 34.711
H -12.806 15.445 33.960
O -12.806 15.358 26.287
C -11.697 15.077 26.785
O -10.593 14.686 26.123
C -10.655 13.781 25.032
C -10.627 14.693 23.805
C -11.472 15.323 28.318
H -11.593 13.235 25.127
H -9.837 13.064 25.106
H -9.617 15.089 23.696
H -11.481 15.369 23.778
H -10.914 14.138 22.912
H -11.287 14.296 28.633
H -12.337 15.739 28.835
H -10.540 15.844 28.536
O -5.209 18.592 27.264
C -4.996 18.885 28.438
O -3.703 19.021 28.918
C -2.601 18.828 28.235
C -2.264 17.320 27.898
C -6.112 19.126 29.393
H -1.915 19.237 28.976
H -2.606 19.346 27.276
H -1.198 17.098 27.837
H -2.783 17.132 26.958
H -2.812 16.689 28.598
H -6.116 18.200 29.968
H -7.083 19.371 28.964
H -5.692 19.955 29.963
O -3.064 15.366 24.817
C -4.003 16.108 25.019
O -5.329 15.778 24.960
C -5.787 14.454 24.845
C -5.455 13.714 23.507
C -3.687 17.529 25.462
H -6.858 14.646 24.899
H -5.606 13.812 25.708
H -4.387 13.533 23.389
H -6.085 14.189 22.755
H -5.832 12.743 23.826
H -4.124 18.203 24.726
H -2.628 17.692 25.666
H -4.052 17.575 26.488
O -6.709 17.411 25.184
C -7.470 16.653 24.581
O -8.682 16.232 25.083
C -9.225 16.596 26.317
C -10.511 17.444 26.073
C -7.245 16.203 23.115
H -8.619 17.296 26.891
H -9.374 15.742 26.977
H -11.250 16.902 25.484
H -10.282 18.345 25.503
H -11.020 17.843 26.950
H -7.323 15.118 23.184
H -6.292 16.592 22.755
H -8.011 16.678 22.503
O -9.814 11.015 31.392
C -8.685 11.130 30.993
O -8.209 12.109 30.211
C -9.009 13.065 29.492
C -8.491 13.051 28.129
C -7.584 10.110 31.459
H -8.838 14.035 29.960
H -10.063 12.790 29.535
H -8.673 13.983 27.594
H -8.752 12.161 27.557
H -7.409 13.029 28.262
H -8.034 9.682 32.355
H -6.659 10.674 31.581
H -7.302 9.368 30.713
C -6.706 16.886 28.260
C -6.638 15.641 27.370
O -7.989 15.097 27.566
C -8.491 15.561 28.784
O -9.536 15.163 29.354
O -7.706 16.546 29.178
H -6.758 17.817 27.696
H -5.758 16.947 28.794
H -6.010 14.838 27.758
H -6.389 15.884 26.338

Computed properties:
Net charge: 0
Highest occupied orbital energy, eV: -8.590
Strongest force on any atom, eV Å⁻¹: 14.73
Calculated total energy, eV: -67899.59037
Kohn-Sham gap, eV: 8.94

These are the Löwdin partial charges, in e, on atoms 1 to 2: atom 1 (O): 0.069, atom 2 (C): -0.399